[1]
The following is a quantum chemistry calculation of C5H7NO in the gas phase in a non-equilibrium geometry, from the OMol25 dataset.

The geometry in XYZ format:
```
14
C5H7NO (ωB97M-V with the def2-TZVPD basis set)
C 0.7499 -1.1252 -0.0477
C -0.7801 -0.8463 0.4877
C 1.2198 -0.0412 -0.8705
C -1.3600 0.4850 -0.0567
C -0.9162 1.4247 0.9410
N 2.0754 0.4676 -1.5714
O -1.4008 -1.7055 1.0433
H 2.9847 0.0123 -1.7280
H 1.3644 -1.1897 0.8525
H 0.7302 -2.0965 -0.5480
H -0.7111 0.6311 -0.9816
H -2.4432 0.3717 -0.1285
H -1.5666 1.7194 1.7526
H 0.0537 1.8926 0.8551
```

Computed properties:
Spin multiplicity: 1
Molar mass in g/mol: 97.12
HOMO level (alpha / beta) in eV: -7.377 / -8.004

Atomic partial charges in e from the natural (NBO) method, atoms 1 to 2: -0.66, 0.64

---

[2]
The following is a quantum chemistry calculation of C5H7NO in the gas phase in a non-equilibrium geometry, from the OMol25 dataset.

The geometry in XYZ format:
```
14
C5H7NO (ωB97M-V with the def2-TZVPD basis set)
C 1.0634 -1.4183 -0.7940
C 0.5716 -0.1021 -0.3144
C -0.6731 0.1737 0.1459
N -1.8030 -0.6625 0.0664
C -0.6177 1.5348 0.5845
C 0.6706 1.9261 0.4364
O 1.4246 0.9307 -0.0977
H 0.2889 -1.9859 -1.3710
H 1.9738 -1.5931 -1.3692
H 1.3437 -1.5603 0.2852
H -2.4452 -0.5654 0.8426
H -1.5545 -1.6347 -0.0684
H -1.4413 2.1316 0.9486
H 1.1981 2.8253 0.7052
```

Computed properties:
Spin multiplicity: 1
Molar mass in g/mol: 97.12
SMILES: Cc1occc1N
HOMO level in eV: -7.505

Atomic partial charges in e from the natural (NBO) method, atoms 1 to 2: -0.69, 0.22

---

[3]
The following is a quantum chemistry calculation of C5H7NO in the gas phase, from the OMol25 dataset.

The geometry in XYZ format:
```
14
C5H7NO (ωB97M-V with the def2-TZVPD basis set)
C 0.8859 0.4488 1.6143
C -0.0257 0.0281 0.5052
N -0.8468 -1.1823 0.5149
C 0.1157 -1.0299 -0.5524
C -0.3564 -0.0894 -1.6622
C -0.5999 0.9502 -0.5483
O -0.9797 2.0894 -0.5321
H 1.4851 1.2935 1.2571
H 1.5638 -0.3638 1.8889
H 0.3416 0.7746 2.5045
H -1.8121 -1.0275 0.2266
H 0.9008 -1.7747 -0.6289
H -1.1651 -0.3912 -2.3327
H 0.4928 0.2741 -2.2547
```

Computed properties:
Spin multiplicity: 1
Molar mass in g/mol: 97.12
SMILES: C[C@]12N[C@H]1CC2=O
HOMO level in eV: -9.440

Atomic partial charges in e from the natural (NBO) method, atoms 1 to 2: -0.62, -0.02

---

[4]
The following is a quantum chemistry calculation of C5H7NO in the gas phase in a non-equilibrium geometry, from the OMol25 dataset.

The geometry in XYZ format:
```
14
C5H7NO (ωB97M-V with the def2-TZVPD basis set)
C 1.4498 0.3538 1.2230
C 0.4023 -0.2808 0.3776
C -0.8474 -0.4419 0.8011
N -1.7828 -0.3346 -0.2495
C -1.1056 -0.1064 -1.4436
O -1.6100 0.1931 -2.5000
C 0.3799 -0.2432 -1.1258
H 2.4802 0.1047 0.9754
H 1.2664 0.1817 2.2869
H 1.3137 1.4297 1.0518
H -1.1990 -0.5094 1.8229
H -2.5167 0.3061 -0.0749
H 0.9458 0.5795 -1.5700
H 0.7717 -1.1540 -1.5919
```

Computed properties:
Spin multiplicity: 1
Molar mass in g/mol: 97.12
SMILES: CC1=CNC(=O)C1
HOMO level in eV: -8.507

Atomic partial charges in e from the natural (NBO) method, atoms 1 to 2: -0.62, -0.04

---

[5]
The following is a quantum chemistry calculation of C5H7NO in the gas phase, from the OMol25 dataset.

The geometry in XYZ format:
```
14
C5H7NO (ωB97M-V with the def2-TZVPD basis set)
O 0.4141 -1.2878 2.8152
C 0.8130 -1.4962 1.6856
N 0.4483 -0.7749 0.5963
C -0.5809 0.2388 0.6750
C -0.3542 1.3428 -0.3630
C -0.2106 0.7967 -1.7183
C -0.0699 0.2981 -2.8071
H 1.5310 -2.3013 1.4387
H 0.7396 -1.0852 -0.3193
H -0.5428 0.6517 1.6847
H -1.5742 -0.2063 0.5347
H -1.2005 2.0392 -0.3339
H 0.5475 1.9111 -0.1077
H 0.0395 -0.1267 -3.7809
```

Computed properties:
Spin multiplicity: 1
Molar mass in g/mol: 97.12
SMILES: C#CCCNC=O
HOMO level in eV: -9.833

Atomic partial charges in e from the natural (NBO) method, atoms 1 to 2: -0.61, 0.53

---

[6]
The following is a quantum chemistry calculation of C5H7NO in the gas phase in a non-equilibrium geometry, from the OMol25 dataset.

The geometry in XYZ format:
```
14
C5H7NO (ωB97M-V with the def2-TZVPD basis set)
O 1.0270 1.7313 0.1758
C 1.0470 0.7015 -0.4521
C 1.5480 -0.6450 0.1181
N 0.1239 -1.0198 -0.0546
C -0.7123 -0.2362 0.9145
C -1.4674 0.3936 -0.3255
C -0.1889 0.0117 -1.0928
H 2.2182 -1.2851 -0.4470
H 1.8379 -0.5460 1.1729
H 0.0191 0.6304 1.3750
H -1.2251 -0.8289 1.6895
H -1.6762 1.4353 -0.1104
H -2.3522 -0.0574 -0.8177
H -0.1989 -0.2854 -2.1457
```

Computed properties:
Spin multiplicity: 1
Molar mass in g/mol: 97.12
SMILES: O=C1CN2CC[C@@H]12
HOMO level in eV: -9.717

Atomic partial charges in e from the natural (NBO) method, atoms 1 to 2: -0.55, 0.54

---

[7]
The following is a quantum chemistry calculation of 2 unconnected molecules or ions with the total composition C5H7NO in a non-equilibrium geometry, from the OMol25 dataset.

The geometry in XYZ format:
```
14
C5H7NO (ωB97M-V with the def2-TZVPD basis set)
C 0.3244 -1.1907 0.6399
C 1.2540 -1.0693 -0.3499
C 1.4704 0.2438 -0.7471
C 0.9238 1.3074 -0.0538
C -0.1662 0.9671 0.8385
H -2.4579 -0.0641 0.1513
H -2.5071 -0.3793 -1.2095
H 0.2676 -2.0755 1.1763
H 1.6234 -1.9509 -0.8227
H 2.2057 0.4318 -1.4465
H 1.2363 2.3460 -0.1792
H -0.6630 1.7587 1.4088
N -0.4198 -0.2803 1.1954
O -3.0917 -0.0446 -0.6015
```

Computed properties:
Spin multiplicity: 1
Molar mass in g/mol: 97.12
SMILES: c1ccncc1.O
HOMO level in eV: -9.908

Atomic partial charges in e from the natural (NBO) method, atoms 1 to 2: 0.04, -0.26

---

[8]
The following is a quantum chemistry calculation of C5H7NO in the gas phase in a non-equilibrium geometry, from the OMol25 dataset.

The geometry in XYZ format:
```
14
C5H7NO (ωB97M-V with the def2-TZVPD basis set)
C -0.0582 -1.2439 1.3244
C 0.7364 -0.0432 1.0539
C -1.9562 -0.6773 -0.0414
C 0.0826 1.3730 -1.1694
C 0.6708 0.1479 -0.5086
N -1.0989 -1.3423 0.5375
O 1.4816 1.0349 -1.1067
H 0.3794 -2.1697 1.6957
H 0.2806 0.8481 1.5483
H 1.8297 0.1525 1.3440
H 0.4845 -0.7761 -0.9713
H -2.1901 -0.7781 -1.0944
H -0.4343 1.1835 -1.9852
H -0.2079 2.2906 -0.6269
```

Computed properties:
Spin multiplicity: 1
Molar mass in g/mol: 97.12
HOMO level in eV: -7.956

Atomic partial charges in e from the natural (NBO) method, atoms 1 to 2: -0.06, -0.50

---

[9]
The following is a quantum chemistry calculation of C5H7NO in the gas phase, from the OMol25 dataset.

The geometry in XYZ format:
```
14
C5H7NO (ωB97M-V with the def2-TZVPD basis set)
C 1.4561 -0.2092 1.0369
C 0.0193 -0.1855 0.5045
C -0.2626 1.0487 -0.3790
C -1.6027 1.4061 -0.8486
O -1.2884 -2.1934 -2.3519
C -0.3129 -1.3553 -0.3557
N -0.8004 -1.7344 -1.3500
H 1.6379 -1.0957 1.6506
H 1.6566 0.6786 1.6502
H 2.1711 -0.2141 0.2087
H -0.6756 -0.1730 1.3545
H -0.1757 1.9923 0.2155
H 0.5072 1.1461 -1.1563
H -2.3299 0.8890 -0.1796
```

Computed properties:
Spin multiplicity: 1
Molar mass in g/mol: 97.12
HOMO level (alpha / beta) in eV: -9.069 / -9.069

Atomic partial charges in e from the natural (NBO) method, atoms 1 to 2: -0.60, -0.29

---

Record-wise E_tot values, in hartree: -324.5402, -324.6598, -324.6507, -324.7023, -324.6618, -324.5974, -324.6849, -324.5196, -324.4687
Record-wise relative energy (zero: lowest compared OMol25 entry of this formula, charge and spin) values, in kcal per mole: 115.6, 40.6, 46.3, 13.9, 39.4, 79.7, 24.8, 128.5, 160.5